{"formula": "C15H26Cl7N3O3", "method": "the ωB97M-V functional and the def2-TZVPD basis", "species": ["C", "C", "C", "Cl", "C", "C", "C", "C", "N", "N", "N", "C", "O", "O", "C", "O", "H", "H", "H", "H", "H", "H", "H", "H", "H", "H", "H", "H", "H", "H", "Cl", "C", "C", "Cl", "H", "H", "H", "H", "Cl", "C", "C", "Cl", "H", "H", "H", "H", "Cl", "C", "C", "Cl", "H", "H", "H", "H"], "xyz": [[0.4855, 0.4112, -2.2196], [0.1051, 0.2799, -0.7493], [0.7653, 1.2947, 0.2117], [1.6649, 2.6266, -0.6009], [1.6683, 0.6419, 1.2010], [2.9000, 0.1327, 1.1155], [3.7667, 0.0795, -0.0952], [4.3438, -1.3293, -0.3628], [5.6061, -1.5538, 0.2965], [4.5783, -1.4277, -1.8050], [3.3324, -2.3196, 0.0365], [3.2563, -0.3509, 2.4798], [4.2905, -0.8552, 2.8727], [2.1888, -0.1312, 3.3287], [1.2017, 0.4961, 2.5932], [0.1639, 0.8530, 3.0888], [1.5549, 0.3251, -2.3635], [0.1272, 1.3498, -2.6158], [-0.0105, -0.3706, -2.7844], [0.2373, -0.7410, -0.4091], [-0.9587, 0.4980, -0.7037], [-0.0183, 1.7709, 0.7820], [4.5842, 0.7857, 0.0210], [3.1793, 0.3949, -0.9408], [5.9907, -0.7215, 0.7021], [5.5614, -2.2918, 0.9740], [3.6873, -1.4825, -2.2877], [5.0232, -2.3254, -1.9508], [3.5291, -2.7457, 0.9300], [3.1956, -3.0362, -0.6607], [-2.9737, 1.0398, -3.6149], [-4.0656, 2.1719, -2.7748], [-3.3531, 2.9813, -1.7256], [-2.8363, 1.9807, -0.3403], [-4.8773, 1.5925, -2.3428], [-4.4765, 2.8388, -3.5305], [-4.0292, 3.7350, -1.3234], [-2.4711, 3.4740, -2.1276], [1.5812, -4.8055, -1.0320], [0.0373, -4.4432, -0.2170], [-0.3735, -5.5375, 0.7328], [-0.8239, -7.0342, -0.1217], [-0.7132, -4.2795, -0.9853], [0.1826, -3.5136, 0.3327], [-1.2461, -5.2174, 1.2990], [0.4248, -5.7777, 1.4298], [-6.0820, 4.1224, -0.0193], [-5.9780, 4.4784, 1.7269], [-5.4058, 3.3193, 2.5008], [-6.5124, 1.9239, 2.5288], [-6.9744, 4.7390, 2.0723], [-5.3329, 5.3480, 1.8364], [-5.2402, 3.6182, 3.5341], [-4.4611, 2.9880, 2.0771]], "smiles": "CC[C@H](Cl)C1=C(CC(N)(N)N)C(=O)OC1=O.ClCCCl.ClCCCl.ClCCCl", "energy_ev": -114247.9340, "orbital_gap_ha": 0.3093, "charge": 0, "relative_energy_kcal_mol": 6.7, "max_force_ev_per_a": 2.083}


{"formula": "C21H23N3O4", "method": "the ωB97M-V functional and the def2-TZVPD basis", "species": ["C", "O", "C", "C", "C", "C", "C", "C", "N", "C", "O", "C", "C", "C", "C", "O", "C", "C", "C", "C", "N", "C", "C", "C", "C", "C", "O", "N", "H", "H", "H", "H", "H", "H", "H", "H", "H", "H", "H", "H", "H", "H", "H", "H", "H", "H", "H", "H", "H", "H", "H"], "xyz": [[-6.1086, -2.4636, -0.6801], [-5.0282, -1.7946, -1.2743], [-3.8017, -2.4613, -1.0762], [-2.6147, -1.7555, -1.7488], [-2.7763, -1.5485, -3.2590], [-3.7014, -0.3840, -3.5967], [-3.2183, 0.8704, -2.8787], [-3.1813, 0.6013, -1.3758], [-2.2853, -0.4987, -1.0949], [-1.1933, -0.4745, -0.3093], [-0.5100, -1.4695, -0.1020], [-0.7808, 0.7935, 0.3541], [0.1132, 0.8062, 1.4602], [0.2916, 2.1322, 1.7210], [1.0999, 2.8547, 2.7510], [2.1206, 2.0602, 3.2949], [3.1491, 1.6468, 2.4895], [3.3062, 2.0276, 1.1418], [4.3723, 1.5758, 0.4150], [5.3341, 0.7238, 0.9916], [6.3703, 0.3040, 0.2392], [7.2527, -0.4854, 0.7813], [7.1944, -0.9324, 2.1155], [6.1547, -0.5189, 2.9010], [5.1757, 0.3383, 2.3522], [4.0741, 0.8145, 3.0785], [-0.4250, 2.8567, 0.8441], [-1.0835, 2.0208, 0.0082], [-6.9975, -1.8721, -0.8907], [-5.9750, -2.5504, 0.4056], [-6.2313, -3.4705, -1.0986], [-3.5917, -2.5423, 0.0025], [-3.8688, -3.4831, -1.4823], [-1.7542, -2.4141, -1.5756], [-3.1501, -2.4726, -3.7014], [-1.7868, -1.3491, -3.6776], [-4.7143, -0.6177, -3.2705], [-3.7112, -0.2269, -4.6770], [-3.8868, 1.7083, -3.0775], [-2.2176, 1.1400, -3.2221], [-2.8458, 1.4862, -0.8398], [-4.1839, 0.3157, -1.0433], [0.5397, -0.0428, 1.9484], [1.4889, 3.7898, 2.3234], [0.4613, 3.1113, 3.6046], [2.5875, 2.6778, 0.6679], [4.5006, 1.8602, -0.6173], [8.0665, -0.7961, 0.1380], [7.9622, -1.5879, 2.4971], [6.0655, -0.8338, 3.9316], [3.9425, 0.5301, 4.1113]], "smiles": "COC[C@H]1CCCCN1C(=O)c1cc(COc2ccc3ncccc3c2)on1", "energy_ev": -34809.0804, "orbital_gap_ha": 0.3191, "charge": 0, "relative_energy_kcal_mol": 89.6, "max_force_ev_per_a": 1.133}


{"formula": "C18H12N3OY", "method": "the ωB97M-V functional and the def2-TZVPD basis", "species": ["Y", "C", "C", "N", "C", "C", "C", "C", "C", "C", "C", "N", "C", "C", "C", "C", "C", "C", "C", "C", "N", "C", "H", "H", "H", "H", "H", "H", "H", "H", "H", "H", "H", "H", "O"], "xyz": [[0.1600, -2.2729, 1.0281], [4.6708, -1.6973, 0.3424], [3.4834, -2.0234, 1.0182], [2.3881, -1.3008, 0.9221], [2.3588, -0.1876, 0.1258], [3.4843, 0.1533, -0.6622], [4.6542, -0.6243, -0.4996], [3.4252, 1.2176, -1.5863], [2.2429, 1.8893, -1.7228], [1.1248, 1.5935, -0.9328], [1.1331, 0.5994, 0.0482], [0.1024, 0.2501, 0.8741], [-1.1424, 0.8400, 0.7017], [-1.3849, 2.1975, 0.6826], [-2.6491, 2.7313, 0.3619], [-3.6953, 1.9158, 0.0466], [-3.5230, 0.5134, 0.1326], [-4.5786, -0.3922, -0.1148], [-4.3902, -1.7349, 0.0419], [-3.1266, -2.1881, 0.4586], [-2.1155, -1.3760, 0.6912], [-2.2852, -0.0275, 0.5392], [5.5524, -2.3085, 0.4701], [3.4232, -2.9101, 1.6388], [5.5350, -0.3577, -1.0719], [4.2958, 1.4646, -2.1789], [2.1592, 2.6862, -2.4520], [0.2264, 2.1696, -1.0882], [-0.5582, 2.8668, 0.8804], [-2.7770, 3.8062, 0.3419], [-4.6583, 2.3175, -0.2405], [-5.5399, -0.0013, -0.4272], [-5.1820, -2.4469, -0.1406], [-2.9353, -3.2458, 0.6057], [0.1214, -4.1167, 1.1655]], "energy_ev": -26422.9754, "orbital_gap_ha": 0.2441, "charge": 0, "max_force_ev_per_a": 0.472}


{"formula": "C4H10N2O2", "method": "the ωB97M-V functional and the def2-TZVPD basis", "species": ["C", "C", "C", "N", "C", "N", "O", "O", "H", "H", "H", "H", "H", "H", "H", "H", "H", "H"], "xyz": [[1.7805, -0.4370, 0.0634], [-1.5724, 1.2555, 0.5579], [1.3210, -1.2722, 1.2129], [-0.4150, 0.5774, 0.0174], [-0.5032, -0.0904, -1.1029], [-1.6684, -0.2071, -1.8424], [2.2927, 0.7786, 0.2812], [0.5043, -0.7787, -1.5042], [1.6854, 1.2645, 0.8633], [2.3963, -0.9555, -0.6584], [-1.5185, -0.5809, -2.7674], [-2.3182, 0.5630, -1.7963], [-1.8951, 2.1089, -0.0582], [-1.3197, 1.6645, 1.5411], [-2.4325, 0.5851, 0.6958], [2.2046, -1.7515, 1.6559], [0.8225, -0.6842, 1.9827], [0.6356, -2.0397, 0.8581]], "energy_ev": -11383.7028, "orbital_gap_ha": 0.3362, "charge": 0, "relative_energy_kcal_mol": 73.8, "max_force_ev_per_a": 1.579}


{"formula": "C6H12N3O3P", "method": "the ωB97M-V functional and the def2-TZVPD basis", "species": ["C", "C", "O", "P", "O", "O", "C", "C", "N", "N", "C", "C", "N", "H", "H", "H", "H", "H", "H", "H", "H", "H", "H", "H", "H"], "xyz": [[-3.0633, -2.0137, 0.1817], [-1.6094, -2.3624, 0.1021], [-0.7700, -1.3987, -0.6112], [-0.3568, -0.1170, 0.2055], [-0.7250, -0.0843, 1.6354], [-0.6532, 1.0185, -0.8137], [-0.7425, 2.4532, -0.6290], [-0.6361, 2.8055, 0.8459], [1.7720, -0.1423, -0.0305], [2.2217, 1.0367, -0.3302], [3.5571, 0.9288, -0.3625], [3.8403, -0.4391, -0.0236], [2.6925, -1.0710, 0.1626], [-3.1502, -1.1894, 0.8685], [-3.6041, -1.7524, -0.7756], [-3.5362, -2.9624, 0.5372], [-1.5323, -3.2203, -0.4930], [-1.1703, -2.6653, 1.0783], [0.0388, 2.9216, -1.4384], [-1.7016, 2.7441, -1.0220], [-0.8008, 3.9234, 1.0441], [-1.3977, 2.4919, 1.5921], [0.3818, 2.4778, 0.9951], [4.0894, 1.8808, -0.5144], [4.7785, -0.9434, 0.0642]], "smiles": "CCOP(=O)(OCC)n1nccn1", "energy_ev": -26317.5490, "orbital_gap_ha": 0.3738, "charge": 0, "relative_energy_kcal_mol": 54.5, "max_force_ev_per_a": 3.615}


{"formula": "C2H5N2", "method": "the ωB97M-V functional and the def2-TZVPD basis", "species": ["C", "C", "N", "N", "H", "H", "H", "H", "H"], "xyz": [[-1.2417, -0.5779, 1.6741], [0.4642, 0.4043, -1.4337], [-0.5040, -0.1711, 0.8843], [0.5863, 0.2303, 0.5329], [-2.1219, -0.9042, 2.1625], [1.5669, 0.1064, -1.6028], [-0.3199, -0.2735, -1.5979], [0.2031, 1.4745, -1.4434], [1.3670, -0.2889, 0.8240]], "energy_ev": -5123.2038, "orbital_gap_ha": 0.3699, "charge": 1, "relative_energy_kcal_mol": 88.6, "max_force_ev_per_a": 7.904}